Entry 1:
26
Properties=species:S:1:pos:R:3:forces:R:3:nbo_charge:R:1 method="wB97M-V/def2-TZVPD" homo_energy_ev=-12.4 smiles="C/N=C(/C)CC(N)=[N+](C)C" relative_energy_kj_mol=341.7 charge=+1 orbital_gap_ev=9.230 multiplicity=1 e_tot_ha=-440.25160
C -1.63131 0.57537 -0.08954 -0.1 -0.1 0.7 0.2900
C 0.67582 -0.45651 0.13132 -1.5 -1.9 0.1 0.5932
C -1.23318 1.73825 -0.93751 -3.5 0.3 -3.3 -0.7000
C -3.35511 -1.11355 0.40899 0.4 0.1 3.6 -0.4498
C 3.02094 -0.90078 -0.47592 -1.1 3.9 -2.9 -0.4169
C 2.23432 1.17968 0.70672 -1.2 0.5 -4.0 -0.4060
C -0.56895 0.19379 0.99012 2.8 1.8 -4.2 -0.4992
N -2.71895 -0.03717 -0.21693 -0.1 1.2 -2.4 -0.3838
N 0.38096 -1.66949 -0.41659 0.9 0.6 -0.7 -0.7699
N 1.90736 -0.03958 -0.05298 -2.3 1.0 3.2 -0.3300
H -1.99534 1.94103 -1.86289 1.5 -1.2 2.1 0.2597
H -0.32756 1.54484 -1.45778 1.2 0.3 0.0 0.2153
H -1.37414 2.71594 -0.53013 0.8 0.5 1.1 0.2548
H -4.14563 -1.66166 -0.10184 0.7 0.1 -0.9 0.2432
H -4.00624 -0.55035 1.17900 1.0 -1.2 -0.4 0.2449
H -2.58156 -1.81387 0.92248 -1.6 0.6 -0.5 0.1563
H 3.84118 -0.41567 -0.03218 1.4 -0.2 0.8 0.2380
H 3.13612 -0.61856 -1.58623 0.0 -1.6 1.3 0.2408
H 2.76648 -1.83995 -0.13656 0.3 -2.4 0.1 0.2286
H 2.88970 1.03139 1.44889 2.6 -0.7 2.6 0.2172
H 1.41423 1.74980 1.03778 -1.2 0.0 0.5 0.2238
H 2.56549 1.79763 -0.09023 1.3 1.1 -0.2 0.2226
H -1.08599 -0.52800 1.48242 -0.5 -2.2 2.3 0.2504
H -0.20683 1.09267 1.50960 -0.6 -0.8 0.2 0.2495
H -0.55578 -1.88492 -0.64295 -1.3 -0.1 0.4 0.4178
H 0.95398 -2.03033 -1.18706 0.1 0.3 0.7 0.4094

***

Entry 2:
48
Properties=species:S:1:pos:R:3:forces:R:3:nbo_charge:R:1 method="wB97M-V/def2-TZVPD" homo_energy_ev=-8.8 smiles="O=C(COP(=O)(O)O)N(O)CCCCO.CNC(=O)CNC(C)=O" orbital_gap_ev=9.028 multiplicity=1 e_tot_ha=-1616.40645
O -0.03584 2.50707 0.98561 0.0 -0.2 0.1 -0.6264
O 1.18806 -1.96839 5.02154 0.1 0.0 -0.4 -0.6336
O 2.31533 1.33325 -2.67417 -0.2 -0.1 0.2 -0.6655
O 2.29564 -2.74580 -0.15446 -0.7 -1.0 0.0 -1.1614
O -1.28538 -2.89234 5.22998 0.1 0.0 -1.2 -0.5485
O -2.50202 -0.97904 -1.14068 0.0 0.0 -0.3 -0.7290
O 3.47006 -0.84607 0.53128 0.6 1.9 0.9 -0.9832
O 1.27186 -0.52606 -0.78631 0.3 0.2 1.3 -0.9868
O 1.10957 -1.38789 1.66577 0.6 0.9 -1.2 -0.7875
C -0.07947 2.88712 -0.17310 -0.1 1.1 1.4 0.6785
C 0.69686 -2.30514 3.94626 -1.4 -0.1 1.9 0.6046
C 1.46041 1.98785 -3.26496 0.4 -0.7 1.0 0.6695
N 1.70734 2.42677 -4.50204 -0.3 0.6 -1.0 -0.5987
N 0.06538 2.01860 -1.17108 0.2 -0.7 -2.2 -0.6205
N -0.60556 -2.81734 3.97686 2.5 0.2 -0.7 -0.1338
C -0.30449 4.35552 -0.47247 0.0 -0.3 -0.1 -0.7167
C 1.58671 -2.28406 2.69011 -0.4 -0.5 0.0 -0.1535
C 0.79266 3.16654 -5.37220 0.0 -0.1 0.4 -0.4201
C 0.09443 2.27711 -2.61735 0.3 0.1 0.7 -0.3171
C -1.85666 -1.26405 0.10141 0.0 0.0 0.0 -0.0605
C -1.38046 -3.08963 2.76761 -0.9 0.6 0.8 -0.2325
C -2.87004 -1.86555 1.07572 0.1 0.4 0.0 -0.4182
C -2.32973 -1.91264 2.51293 -0.4 -0.1 -0.4 -0.4084
P 2.01946 -1.38109 0.31599 -1.2 -3.1 0.1 2.5386
H -0.71677 -2.50103 5.92607 0.4 0.0 -0.9 0.5071
H -1.85514 -0.63513 -1.77861 -0.2 -0.3 0.5 0.4638
H 3.92531 -1.70016 0.52899 0.6 0.1 -0.1 0.5295
H 1.98080 -0.33882 -1.42551 -0.2 0.7 -0.7 0.5467
H 2.62432 2.20130 -4.86002 -0.1 -0.1 0.1 0.4135
H 0.27017 1.07261 -0.87117 0.0 0.2 -0.1 0.4331
H -0.40019 4.89337 0.46976 0.0 -0.2 -0.1 0.2510
H -1.22044 4.47275 -1.04721 0.0 0.2 -0.2 0.2204
H 0.54716 4.74545 -1.02514 0.0 0.2 -0.2 0.2194
H 2.59583 -1.98855 2.99675 -0.4 0.1 0.3 0.2233
H 1.64027 -3.30812 2.30685 0.0 0.1 -0.2 0.2215
H 0.54449 4.13196 -4.92640 -0.1 0.0 -0.1 0.1998
H -0.12306 2.59312 -5.53150 0.0 0.1 -0.1 0.2020
H 1.26626 3.34166 -6.34050 0.0 -0.1 0.2 0.2243
H -0.64665 1.64209 -3.10143 -0.1 0.0 -0.2 0.2187
H -0.17397 3.31098 -2.82528 -0.1 0.0 0.1 0.2259
H -1.03550 -1.96786 -0.06150 0.1 0.0 0.0 0.1568
H -1.43932 -0.33784 0.51192 0.0 -0.1 0.1 0.1697
H -0.72828 -3.24735 1.90496 0.3 0.1 0.4 0.2224
H -1.95882 -4.00994 2.90043 0.1 0.0 0.1 0.2115
H -3.76594 -1.23652 1.06893 0.1 -0.1 -0.1 0.2178
H -3.16451 -2.86626 0.74472 0.0 0.1 -0.1 0.2013
H -1.81974 -0.96776 2.73281 0.0 -0.2 0.0 0.2149
H -3.17044 -1.99473 3.20983 0.1 0.1 0.0 0.2165

***

Entry 3:
78
Properties=species:S:1:pos:R:3:forces:R:3:mulliken_charge:R:1 method="wB97M-V/def2-TZVPD" homo_energy_ev=-3.9 orbital_gap_ev=2.406 multiplicity=1 e_tot_ha=-1884.80835
C -5.90721 -1.90060 2.21840 -0.2 0.6 0.0 -0.8070
C -5.73804 -0.40514 1.63188 0.4 -1.6 0.0 -0.5771
C -4.24375 -0.23783 1.09045 -0.5 2.0 -0.5 -0.4130
C -4.16047 -0.27791 -0.51493 -0.8 -0.5 0.9 -0.5910
C -3.35206 -1.51002 -1.07718 -1.6 0.4 -0.4 -0.7046
N -1.90544 -1.29289 -1.27497 4.5 -0.9 0.7 0.6615
C -1.16493 -0.24592 -1.88124 2.4 0.6 -0.8 0.7717
C -1.74719 1.06409 -2.49879 0.7 -0.4 -0.4 -1.3488
C -1.52021 2.35101 -1.61270 -0.8 0.5 0.6 -0.7145
C -1.77949 2.16053 -0.05880 -0.7 1.3 0.6 0.2646
C -0.66487 2.80065 0.86336 0.0 -1.3 0.5 -1.8649
C 0.68090 1.97920 0.64194 -0.3 0.6 1.0 1.7234
C 1.45394 1.62844 1.98643 0.4 -1.0 -0.8 -0.9421
C 2.92974 1.09292 1.63620 0.2 0.4 0.8 0.2895
C 4.07621 1.97439 2.31860 0.3 0.4 -0.9 -0.8767
C 5.12969 2.54676 1.25278 0.9 -0.4 1.0 -0.2996
O 5.09425 3.99425 1.20818 -0.9 -0.3 -0.9 -0.3702
C 4.08941 4.41860 0.28644 -0.8 -0.4 0.1 0.0325
C 0.26815 -0.56165 -1.85017 -3.1 0.3 0.9 -0.3922
C 1.48685 0.23728 -2.42108 0.4 -0.8 -1.4 0.0952
C 1.82931 -0.39438 -3.86267 -0.8 0.4 0.2 -1.1797
F 1.21352 1.60286 -2.64988 -0.2 -1.4 0.6 -0.3695
N 0.37769 -1.81887 -1.16739 -2.7 2.3 -1.1 0.8998
C 1.64545 -2.52001 -0.92053 1.3 -1.6 0.1 -0.2236
C 1.70817 -3.96660 -1.58571 -0.5 0.2 -0.3 -0.3354
N 1.09720 -4.31082 -2.65660 0.5 0.8 1.3 -0.6426
C -0.92341 -2.18565 -0.84841 0.7 -1.7 0.8 -0.2490
C -1.10761 -3.53417 -0.06246 -1.0 0.0 0.4 -1.0630
P -0.29931 -3.36727 1.65018 1.5 2.7 1.4 0.7297
O 0.16526 -1.94267 1.78871 -0.4 -2.1 -0.3 -0.4121
O 1.01882 -4.40978 1.75654 -3.0 0.5 -0.7 -0.4985
O -1.37111 -3.64229 2.88423 1.2 -0.2 -1.6 -0.6078
H -6.34161 -1.79216 3.24775 0.4 -0.6 -0.9 0.2856
H -6.59378 -2.52889 1.57525 0.7 0.7 0.8 0.2490
H -4.91287 -2.44043 2.26430 -1.1 0.7 0.1 0.1790
H -6.51208 -0.31653 0.81924 1.0 0.2 0.6 0.2692
H -5.99920 0.37377 2.40301 0.5 -0.9 -0.7 0.4112
H -3.93630 0.81429 1.38696 -0.1 -1.3 -0.3 0.1894
H -3.50923 -0.93061 1.58278 -0.8 0.5 -0.5 0.3162
H -5.23384 -0.42370 -0.85548 1.3 0.1 0.1 0.6489
H -3.85008 0.72275 -0.90846 0.0 -1.1 0.3 0.0773
H -3.51303 -2.36744 -0.36961 0.4 0.9 -0.7 0.2190
H -3.82827 -1.81759 -2.05515 0.9 0.3 0.9 0.2398
H -2.82571 0.89864 -2.77044 1.0 0.2 0.4 0.5193
H -1.19262 1.23647 -3.47314 -0.7 -0.3 1.1 0.4620
H -0.51078 2.82753 -1.73306 -0.9 -0.9 -0.2 0.4509
H -2.26669 3.12658 -1.97480 0.9 -0.9 0.3 0.3396
H -2.75364 2.69650 0.18873 0.9 -0.8 -0.3 0.6407
H -1.92140 1.09902 0.28226 0.3 0.9 -0.5 -0.3060
H -0.55680 3.91640 0.75365 0.0 -1.2 -0.2 0.2744
H -0.97370 2.62486 1.94391 0.2 0.3 -1.2 0.4294
H 0.37981 0.98491 0.19728 0.6 1.1 0.1 -1.1576
H 1.34660 2.58599 -0.03000 -0.5 -0.9 0.4 0.0642
H 1.51787 2.49639 2.69652 -0.1 -0.8 -0.8 0.5108
H 0.92349 0.75652 2.48297 0.3 1.2 -0.4 0.0876
H 3.07324 0.03586 1.99781 -0.4 0.9 -0.4 0.4223
H 3.09349 1.06959 0.51443 -0.2 0.1 1.2 -0.4295
H 4.66841 1.37971 3.06491 -0.7 0.4 -0.7 0.4175
H 3.64442 2.86588 2.87373 0.4 -1.0 -0.7 0.2676
H 6.19749 2.24215 1.54821 -1.4 0.3 -0.8 0.1880
H 4.95636 2.12759 0.22132 0.2 0.3 1.0 0.2979
H 4.46175 4.46355 -0.78549 -0.2 0.1 1.2 0.2722
H 3.64260 5.39307 0.63101 0.7 -0.7 -0.5 0.2668
H 3.23318 3.66591 0.28481 0.8 0.9 0.0 -0.3725
H 2.40028 0.18937 -1.76546 -1.2 0.1 -0.3 0.1893
H 1.07462 -1.20985 -4.07212 1.1 0.6 0.1 0.2691
H 2.88932 -0.74959 -3.93990 -1.1 0.3 0.1 0.3031
H 1.62491 0.40549 -4.63679 0.4 -0.8 0.9 0.3733
H 2.50457 -1.93857 -1.36477 -1.1 -0.4 0.5 0.4605
H 1.89191 -2.66029 0.16812 -0.6 0.6 -1.0 0.2196
H 2.31123 -4.75147 -1.04684 -0.4 1.0 -0.5 0.4015
H 0.57107 -3.49580 -3.00676 0.1 -0.3 -0.1 0.3382
H -2.19680 -3.75322 0.15933 1.2 0.3 -0.5 0.3718
H -0.69981 -4.42198 -0.61622 -0.3 1.0 0.3 0.5624
H 0.73364 -5.28959 1.42515 0.5 0.3 0.4 0.3832
H -1.16200 -2.93291 3.53617 -0.2 -0.5 -0.5 0.3531
O 7.76115 1.28542 0.46162 -0.3 -0.4 0.1 -1.1078
H 8.00938 2.20992 0.42246 0.2 0.3 -0.1 0.1676